11 unconnected molecules or ions with the total composition C42H117ClN10O4 at a distorted geometry, computed with ωB97M-V/def2-TZVPD.

Computed properties:
Charge: +2
2S+1: 1
ΔE to the lowest compared entry with this formula, charge and spin (kJ/mol): 145.4
DFT total energy (hartree): -2978.26477
Orbital gap (hartree): 0.19659

Bonds (Å) are listed after each position.
CARTESIAN COORDINATES (ANGSTROEM)
1 N 1.759 1.485 -3.021  H2 1.010, H3 1.010, H4 1.010, H5 1.010
2 H 1.993 2.354 -2.561  N1 1.010
3 H 1.030 1.605 -3.710  N1 1.010
4 H 1.393 0.781 -2.397  N1 1.010
5 H 2.522 1.068 -3.534  N1 1.010
6 N 4.152 -2.141 1.040  H7 1.010, H8 1.010, H9 1.010, H10 1.010
7 H 4.733 -1.433 1.466  N6 1.010
8 H 4.594 -2.350 0.157  N6 1.010
9 H 3.226 -1.770 0.882  N6 1.010
10 H 4.150 -2.985 1.595  N6 1.010
11 N 2.694 -3.321 -3.006  H12 1.010, H13 1.010, H14 1.010, H15 1.010
12 H 1.991 -2.915 -2.405  N11 1.010
13 H 3.566 -3.309 -2.496  N11 1.010
14 H 2.708 -2.663 -3.772  N11 1.010
15 H 2.363 -4.235 -3.280  N11 1.010
16 Cl 0.863 -1.177 -0.606  O17 1.430, O18 1.443, O19 1.461, O20 1.410
17 O 2.225 -0.835 -0.878  Cl16 1.430
18 O 0.758 -1.497 0.797  Cl16 1.443
19 O 0.129 0.036 -0.958  Cl16 1.461
20 O 0.516 -2.237 -1.469  Cl16 1.410
21 C 2.895 1.233 2.536  C22 1.502, H28 1.090, H29 1.090, H30 1.090
22 C 2.635 0.419 3.771  C21 1.502, N23 1.516, H31 1.090, H32 1.090
23 N 3.652 -0.633 4.166  C22 1.516, C24 1.524, C26 1.481
24 C 3.088 -1.382 5.368  N23 1.524, C25 1.507, H33 1.090, H34 1.090
25 C 2.996 -0.542 6.616  C24 1.507, H35 1.090, H36 1.090, H37 1.090
26 C 5.057 -0.215 4.376  N23 1.481, C27 1.540, H38 1.090, H39 1.090
27 C 6.040 -1.393 4.511  C26 1.540, H40 1.090, H41 1.090, H42 1.090
28 H 2.915 0.576 1.667  C21 1.090
29 H 3.764 1.891 2.567  C21 1.090
30 H 2.075 1.936 2.388  C21 1.090
31 H 2.493 1.104 4.607  C22 1.090
32 H 1.709 -0.137 3.629  C22 1.090
33 H 2.076 -1.698 5.114  C24 1.090
34 H 3.713 -2.225 5.662  C24 1.090
35 H 2.195 0.195 6.573  C25 1.090
36 H 2.663 -1.211 7.410  C25 1.090
37 H 3.949 -0.121 6.936  C25 1.090
38 H 5.173 0.423 5.252  C26 1.090
39 H 5.342 0.375 3.505  C26 1.090
40 H 5.974 -2.026 3.627  C27 1.090
41 H 5.807 -2.037 5.359  C27 1.090
42 H 7.003 -0.895 4.620  C27 1.090
43 C -3.755 3.253 3.519  C44 1.502, H50 1.090, H51 1.090, H52 1.090
44 C -2.879 4.284 2.866  C43 1.502, N45 1.448, H53 1.090, H54 1.090
45 N -1.498 3.853 2.931  C44 1.448, C46 1.473, C48 1.462
46 C -1.264 2.512 2.367  N45 1.473, C47 1.464, H55 1.090, H56 1.090
47 C -1.702 2.295 0.987  C46 1.464, H57 1.090, H58 1.090, H59 1.090
48 C -0.831 3.941 4.228  N45 1.462, C49 1.544, H60 1.090, H61 1.090
49 C -0.910 5.333 4.893  C48 1.544, H62 1.090, H63 1.090, H64 1.090
50 H -3.913 2.359 2.915  C43 1.090
51 H -4.753 3.638 3.726  C43 1.090
52 H -3.317 2.935 4.465  C43 1.090
53 H -3.135 4.542 1.839  C44 1.090
54 H -2.925 5.204 3.449  C44 1.090
55 H -0.215 2.232 2.467  C46 1.090
56 H -1.827 1.759 2.918  C46 1.090
57 H -1.710 1.232 0.744  C47 1.090
58 H -2.715 2.650 0.803  C47 1.090
59 H -1.097 2.776 0.218  C47 1.090
60 H 0.204 3.626 4.095  C48 1.090
61 H -1.220 3.201 4.928  C48 1.090
62 H -1.873 5.678 5.269  C49 1.090
63 H -0.621 6.091 4.166  C49 1.090
64 H -0.187 5.420 5.704  C49 1.090
65 C -3.988 -3.522 -3.309  C66 1.545, H72 1.090, H73 1.090, H74 1.090
66 C -3.723 -4.879 -2.618  C65 1.545, N67 1.469, H75 1.090, H76 1.090
67 N -3.589 -4.727 -1.163  C66 1.469, C68 1.505, C70 1.497
68 C -2.425 -3.857 -0.773  N67 1.505, C69 1.570, H77 1.090, H78 1.090
69 C -1.920 -4.263 0.657  C68 1.570, H79 1.090, H80 1.090, H81 1.090
70 C -4.837 -4.321 -0.442  N67 1.497, C71 1.532, H82 1.090, H83 1.090
71 C -6.063 -5.189 -0.743  C70 1.532, H84 1.090, H85 1.090, H86 1.090
72 H -4.980 -3.248 -2.949  C65 1.090
73 H -4.120 -3.659 -4.382  C65 1.090
74 H -3.282 -2.733 -3.052  C65 1.090
75 H -4.508 -5.587 -2.883  C66 1.090
76 H -2.815 -5.315 -3.032  C66 1.090
77 H -1.548 -3.899 -1.420  C68 1.090
78 H -2.769 -2.823 -0.730  C68 1.090
79 H -2.671 -4.170 1.442  C69 1.090
80 H -1.606 -5.307 0.647  C69 1.090
81 H -0.990 -3.787 0.967  C69 1.090
82 H -5.037 -3.274 -0.666  C70 1.090
83 H -4.636 -4.236 0.625  C70 1.090
84 H -6.530 -4.974 -1.704  C71 1.090
85 H -6.738 -4.888 0.058  C71 1.090
86 H -5.874 -6.257 -0.631  C71 1.090
87 C -3.587 -0.260 -0.714  C88 1.524, H94 1.090, H95 1.090, H96 1.090
88 C -3.940 0.936 -1.591  C87 1.524, N89 1.510, H97 1.090, H98 1.090
89 N -5.413 1.266 -1.603  C88 1.510, C90 1.435, C92 1.491
90 C -5.802 1.843 -0.348  N89 1.435, C91 1.550, H99 1.090, H100 1.090
91 C -5.365 3.329 -0.294  C90 1.550, H101 1.090, H102 1.090, H103 1.090
92 C -6.277 0.173 -2.133  N89 1.491, C93 1.507, H104 1.090, H105 1.090
93 C -7.615 0.675 -2.609  C92 1.507, H106 1.090, H107 1.090, H108 1.090
94 H -4.131 -1.131 -1.078  C87 1.090
95 H -3.762 -0.022 0.336  C87 1.090
96 H -2.547 -0.576 -0.799  C87 1.090
97 H -3.321 1.801 -1.352  C88 1.090
98 H -3.736 0.726 -2.641  C88 1.090
99 H -6.885 1.836 -0.233  C90 1.090
100 H -5.497 1.296 0.545  C90 1.090
101 H -6.034 3.894 -0.943  C91 1.090
102 H -5.482 3.697 0.725  C91 1.090
103 H -4.350 3.495 -0.655  C91 1.090
104 H -6.451 -0.545 -1.332  C92 1.090
105 H -5.813 -0.421 -2.921  C92 1.090
106 H -7.374 1.281 -3.483  C93 1.090
107 H -8.200 1.263 -1.902  C93 1.090
108 H -8.268 -0.154 -2.879  C93 1.090
109 C 2.337 -5.249 0.341  C110 1.555, H116 1.090, H117 1.090, H118 1.090
110 C 3.389 -5.635 1.420  C109 1.555, N111 1.449, H119 1.090, H120 1.090
111 N 3.659 -4.552 2.344  C110 1.449, C112 1.506, C114 1.496
112 C 2.428 -4.114 3.093  N111 1.506, C113 1.529, H121 1.090, H122 1.090
113 C 1.626 -5.178 3.841  C112 1.529, H123 1.090, H124 1.090, H125 1.090
114 C 4.768 -4.941 3.270  N111 1.496, C115 1.550, H126 1.090, H127 1.090
115 C 6.186 -5.129 2.673  C114 1.550, H128 1.090, H129 1.090, H130 1.090
116 H 2.428 -4.273 -0.135  C109 1.090
117 H 1.321 -5.278 0.736  C109 1.090
118 H 2.320 -6.013 -0.437  C109 1.090
119 H 3.101 -6.527 1.976  C110 1.090
120 H 4.281 -5.932 0.869  C110 1.090
121 H 2.736 -3.321 3.773  C112 1.090
122 H 1.728 -3.587 2.446  C112 1.090
123 H 0.779 -4.823 4.429  C113 1.090
124 H 1.244 -5.918 3.137  C113 1.090
125 H 2.336 -5.724 4.463  C113 1.090
126 H 4.481 -5.919 3.656  C114 1.090
127 H 4.744 -4.278 4.135  C114 1.090
128 H 6.176 -5.716 1.755  C115 1.090
129 H 6.845 -5.577 3.417  C115 1.090
130 H 6.637 -4.159 2.465  C115 1.090
131 C 4.112 2.588 -0.678  C132 1.526, H138 1.090, H139 1.090, H140 1.090
132 C 3.673 3.823 -1.459  C131 1.526, N133 1.453, H141 1.090, H142 1.090
133 N 2.252 3.869 -1.759  C132 1.453, C134 1.482, C136 1.474
134 C 1.862 4.987 -2.650  N133 1.482, C135 1.588, H143 1.090, H144 1.090
135 C 2.677 5.121 -4.007  C134 1.588, H145 1.090, H146 1.090, H147 1.090
136 C 1.385 3.795 -0.569  N133 1.474, C137 1.552, H148 1.090, H149 1.090
137 C 1.651 4.847 0.540  C136 1.552, H150 1.090, H151 1.090, H152 1.090
138 H 3.817 1.627 -1.101  C131 1.090
139 H 3.788 2.626 0.362  C131 1.090
140 H 5.202 2.583 -0.683  C131 1.090
141 H 3.951 4.739 -0.937  C132 1.090
142 H 4.170 3.930 -2.423  C132 1.090
143 H 0.808 4.826 -2.876  C134 1.090
144 H 1.820 5.982 -2.206  C134 1.090
145 H 2.818 4.229 -4.617  C135 1.090
146 H 2.168 5.889 -4.589  C135 1.090
147 H 3.635 5.593 -3.788  C135 1.090
148 H 1.460 2.818 -0.090  C136 1.090
149 H 0.360 3.911 -0.921  C136 1.090
150 H 1.593 5.898 0.254  C137 1.090
151 H 2.597 4.736 1.070  C137 1.090
152 H 0.867 4.748 1.292  C137 1.090
153 C -2.658 2.934 -4.225  C154 1.546, H160 1.090, H161 1.090, H162 1.090
154 C -1.252 2.576 -3.690  C153 1.546, N155 1.469, H163 1.090, H164 1.090
155 N -0.274 2.018 -4.634  C154 1.469, C156 1.484, C158 1.455
156 C 0.157 3.004 -5.654  N155 1.484, C157 1.544, H165 1.090, H166 1.090
157 C 1.361 2.599 -6.531  C156 1.544, H167 1.090, H168 1.090, H169 1.090
158 C -0.734 0.823 -5.324  N155 1.455, C159 1.530, H170 1.090, H171 1.090
159 C -1.133 -0.318 -4.386  C158 1.530, H172 1.090, H173 1.090, H174 1.090
160 H -3.339 3.257 -3.438  C153 1.090
161 H -3.092 2.062 -4.714  C153 1.090
162 H -2.580 3.707 -4.989  C153 1.090
163 H -0.809 3.465 -3.242  C154 1.090
164 H -1.349 1.859 -2.874  C154 1.090
165 H -0.707 3.270 -6.264  C156 1.090
166 H 0.286 3.933 -5.099  C156 1.090
167 H 1.240 1.765 -7.223  C157 1.090
168 H 1.761 3.463 -7.062  C157 1.090
169 H 2.169 2.264 -5.881  C157 1.090
170 H 0.166 0.500 -5.848  C158 1.090
171 H -1.555 1.033 -6.010  C158 1.090
172 H -0.428 -0.628 -3.615  C159 1.090
173 H -1.367 -1.230 -4.936  C159 1.090
174 H -2.014 -0.071 -3.793  C159 1.090